Run one
Formula: ClH2N2O
Source: OMol25
Level of theory: the ωB97M-V functional and the def2-TZVPD basis

Last column: Löwdin charge in e.
Geometry (Å):
H  -1.27  0.20  -0.22  0.152
O  -0.60  -1.66  -1.47  -0.319
Cl  1.38  1.93  1.67  -0.537
N  -0.20  0.02  -0.13  -0.038
N  0.26  -1.01  -0.56  -0.171
H  0.44  0.52  0.70  -0.087

## Properties
- orbital gap (eV) = 9.644
- total charge = -1

Run two
Formula: ClH2N2O
Source: OMol25
Level of theory: the ωB97M-V functional and the def2-TZVPD basis

Last column: Löwdin charge in e.
Geometry (Å):
N  1.16  -0.07  -0.33  0.056
H  -1.22  -0.20  -1.85  -0.050
Cl  1.56  -1.96  4.33  -0.983
H  -1.49  0.95  -0.94  -0.052
O  1.25  0.46  0.70  -0.026
N  -1.25  0.82  -1.92  0.055

## Properties
- orbital gap (alpha / beta) (eV) = 6.287 / 4.938
- total charge = -1

Which of them is the most stable, and which is the least stable? run one and run two, in that order.

Run one
Formula: C2H5NO4
Source: OMol25
Level of theory: the ωB97M-V functional and the def2-TZVPD basis

Last column: Löwdin charge in e.
Geometry (Å):
O  0.96  -0.43  1.51  0.087
N  -0.84  1.33  0.18  -0.114
C  -1.73  0.95  -0.88  -0.114
O  1.25  -1.17  -0.60  0.104
H  2.99  -2.27  0.29  0.160
H  0.09  0.02  1.26  0.103
O  -0.81  2.52  0.43  0.030
H  -2.44  1.67  -1.43  0.105
C  1.57  -1.15  0.54  -0.694
H  -1.21  0.47  -1.72  0.076
H  -2.35  -0.04  -0.65  0.132
O  2.52  -1.90  1.09  0.125

## Properties
- orbital gap (eV) = 9.426
- structure (SMILES) = O=C(O)O.CN=O

Run two
Formula: C2H5NO4
Source: OMol25
Level of theory: the ωB97M-V functional and the def2-TZVPD basis

Last column: Löwdin charge in e.
Geometry (Å):
H  0.39  -0.52  1.93  0.186
H  -0.03  2.02  1.71  0.141
H  -2.98  -0.46  -0.34  0.020
O  -2.17  -0.42  0.08  0.015
O  0.38  -1.95  -0.09  0.114
O  0.44  2.02  -0.17  0.052
C  0.24  1.40  0.84  -0.274
H  -1.81  -1.13  0.54  0.001
O  0.87  -0.19  -1.47  0.088
C  0.55  -0.79  -0.21  -0.527
N  0.40  -0.01  1.00  0.121
H  0.70  0.77  -1.31  0.064

## Properties
- orbital gap (eV) = 11.419
- structure (SMILES) = O=CNC(=O)O.O

Which of them is the most stable, and which is the least stable? run two and run one, in that order.

Run one
Formula: C2H10NOS2
Source: OMol25
Level of theory: the ωB97M-V functional and the def2-TZVPD basis

Last column: Löwdin charge in e.
Geometry (Å):
H  0.26  0.74  2.13  0.128
H  -0.21  -0.84  1.51  0.097
S  2.29  -1.23  0.51  0.478
H  -1.21  0.85  -0.39  0.115
O  -0.67  0.85  -2.30  -0.046
H  1.81  0.97  0.11  0.080
H  -1.16  0.39  -2.98  0.077
H  -0.39  1.70  -2.68  0.085
C  1.15  0.11  0.15  -0.569
S  1.36  -2.96  -0.08  0.359
H  -2.09  0.20  0.81  0.166
H  -1.45  1.68  1.01  0.168
H  0.60  0.02  -0.78  0.041
H  0.90  -3.39  1.11  -0.185
C  0.06  0.17  1.23  -0.179
N  -1.25  0.75  0.64  0.186

## Properties
- orbital gap (eV) = 9.110
- total charge = +1

Run two
Formula: C2H10NOS2
Source: OMol25
Level of theory: the ωB97M-V functional and the def2-TZVPD basis

Last column: Löwdin charge in e.
Geometry (Å):
S  1.71  2.81  -0.96  0.359
H  -0.25  -1.72  1.61  0.171
S  2.14  0.90  -1.69  0.473
H  -0.47  -2.30  0.01  0.175
H  -3.09  0.17  2.07  0.095
O  -2.43  0.10  1.37  -0.017
C  0.64  0.03  -1.05  -0.562
H  -1.19  -0.85  0.72  0.103
H  1.17  0.03  1.03  0.130
H  -0.15  0.78  -1.01  0.050
H  1.69  -1.42  0.16  0.127
N  -0.35  -1.49  0.61  0.168
H  -2.43  0.91  0.88  0.062
H  0.43  -0.66  -1.88  0.072
C  0.89  -0.70  0.27  -0.208
H  1.69  3.41  -2.14  -0.199

## Properties
- orbital gap (eV) = 8.781
- total charge = +1

Which of them is the most stable, and which is the least stable? run one and run two, in that order.

Run one
Formula: C7H18O4
Source: OMol25
Level of theory: the ωB97M-V functional and the def2-TZVPD basis

Last column: Löwdin charge in e.
Geometry (Å):
O  0.12  -2.67  -0.63  -0.058
O  2.41  -0.26  1.75  -0.077
C  0.78  2.31  -0.48  0.040
C  -2.72  1.13  -0.69  0.065
H  1.44  3.16  -0.55  0.063
O  -0.12  -0.30  -2.55  -0.043
C  -1.17  0.09  1.85  -0.125
C  -0.53  2.28  -0.75  -0.142
H  -1.00  3.15  -1.20  0.100
H  -3.39  0.32  -0.45  0.068
H  -0.46  0.49  -2.97  0.046
H  0.55  0.11  -2.00  0.006
H  -0.07  -0.51  0.16  0.074
H  2.62  -1.09  -1.93  0.055
H  2.03  -1.04  2.20  0.026
C  -0.79  0.20  0.58  -0.128
H  0.31  -0.65  3.28  0.063
C  -0.66  -0.92  2.87  -0.077
H  2.54  -0.55  0.82  0.000
H  -1.84  0.86  2.24  0.111
H  -0.84  -1.82  2.28  0.073
H  -0.02  -2.35  -1.55  0.046
C  -1.44  1.17  -0.35  -0.346
H  -1.32  -0.97  3.74  0.069
O  2.52  -1.24  -0.98  -0.067
H  1.67  -1.73  -0.89  0.004
H  -3.16  1.97  -1.23  0.066
H  1.22  1.41  -0.05  0.041
H  -0.67  -2.36  -0.17  0.047

## Properties
- orbital gap (eV) = 9.591
- structure (SMILES) = C=CC(=C)/C=C/C.O.O.O.O

Run two
Formula: C7H18O4
Source: OMol25
Level of theory: the ωB97M-V functional and the def2-TZVPD basis

Last column: Löwdin charge in e.
Geometry (Å):
H  -1.19  -3.54  -1.12  0.039
C  0.86  2.01  0.51  -0.183
O  0.11  1.16  -3.63  -0.051
H  -1.46  -0.60  0.08  0.110
C  -0.13  1.10  -0.28  -0.199
H  -0.11  1.85  -2.99  0.037
H  0.87  0.71  -3.26  0.046
H  -0.81  -2.06  -3.54  0.036
H  1.48  2.66  2.55  0.125
H  -0.47  -0.59  -3.25  0.009
H  0.90  3.00  0.02  0.111
C  -0.22  1.54  2.90  -0.278
H  -1.09  1.69  -0.35  0.124
H  1.77  1.42  0.35  0.092
C  -0.44  -0.30  0.29  -0.105
H  0.10  3.38  1.96  0.117
O  -0.32  -3.78  -1.43  -0.058
H  -0.29  -2.51  2.26  0.076
H  0.62  -3.08  0.78  0.051
H  0.06  0.50  3.13  0.112
C  0.51  -0.93  0.96  -0.180
C  0.58  2.39  1.98  -0.153
H  1.44  -2.51  2.07  0.070
O  -0.09  -1.44  -3.55  -0.066
H  0.04  1.03  -1.35  0.054
O  -1.25  1.95  3.40  0.044
H  1.51  -0.51  0.91  0.102
H  0.13  -3.12  -1.97  0.008
C  0.50  -2.33  1.54  -0.089

## Properties
- orbital gap (eV) = 9.972
- structure (SMILES) = C/C=C/CCCC=O.O.O.O

Which of them is the most stable, and which is the least stable? run one and run two, in that order.